[1]
This record from the Open Molecules 2025 dataset describes one molecule with the formula C4H9NO. The level of theory is ωB97M-V with the def2-TZVPD basis set.

Values from the calculation:
- Total charge: 0
- Gap between HOMO and LUMO: 9.13 eV
- ΔE to the lowest compared entry with this formula, charge and spin: 4.4285 eV
- HOMO energy: -8.16 eV

```
15
Properties=species:S:1:pos:R:3:forces:R:3
C 1.646 0.452 0.049 -0.7 -0.4 0.5
C 0.629 0.010 -1.001 -0.3 -0.1 -0.3
N -0.508 -0.125 -0.137 -0.3 0.3 -0.1
C -1.561 -1.072 -0.339 -0.2 -0.2 -0.1
C -0.159 0.392 1.088 0.9 -0.6 -0.2
O -0.305 1.709 1.497 0.3 0.3 -0.3
H 2.337 -0.329 0.378 -0.3 0.0 0.0
H 0.595 1.984 1.333 0.0 1.1 0.1
H 2.269 1.314 -0.309 -0.8 -0.2 0.9
H 0.819 -0.945 -1.512 0.2 0.1 0.0
H 0.460 0.776 -1.767 0.2 -0.1 -0.1
H -1.146 -2.054 -0.600 -0.1 0.0 -0.1
H -2.234 -0.748 -1.138 0.0 -0.1 0.0
H -2.169 -1.179 0.567 0.2 0.1 -0.1
H -0.672 -0.185 1.891 0.9 -0.2 -0.1
```
Forces are in eV/Å.

---

[2]
This record from the Open Molecules 2025 dataset describes C10H40F4N2O18S4V as an isolated structure. The level of theory is ωB97M-V with the def2-TZVPD basis set.

Values from the calculation:
- Total charge: +2
- Gap between HOMO and LUMO (alpha / beta): 5.09 / 1.99 eV
- HOMO energy (alpha / beta): -14.39 / -13.96 eV
- Multiplicity: 4
- <S²>: 3.777

```
79
Properties=species:S:1:pos:R:3:forces:R:3
V 9.769 16.065 -18.556 0.0 -0.2 0.2
N 9.769 14.073 -18.844 -1.5 -5.4 -2.5
S 10.270 12.710 -18.125 6.1 1.0 8.2
O 11.413 11.945 -18.600 -2.2 0.2 -1.9
O 9.428 12.056 -17.157 -0.2 0.7 -2.0
F 11.194 13.707 -17.211 -0.2 -0.2 0.9
S 9.020 12.935 -20.033 -5.3 2.1 -5.3
O 8.135 11.812 -19.782 2.2 0.7 1.9
O 9.741 12.842 -21.249 1.3 0.4 0.9
F 7.876 13.990 -20.319 0.1 0.5 -0.1
N 10.121 16.252 -16.573 -2.4 -2.9 1.1
S 9.342 15.530 -15.149 -7.0 -4.4 1.2
O 8.198 16.331 -14.728 2.7 -1.1 -0.5
O 10.143 14.683 -14.274 -0.9 2.5 -2.1
F 8.518 14.464 -16.036 0.9 0.1 -0.2
S 10.956 17.022 -15.517 8.9 8.0 1.7
O 12.291 16.488 -15.147 -4.1 0.5 -1.1
O 10.243 17.919 -14.606 0.7 -3.0 -0.9
F 11.324 18.138 -16.599 0.7 0.3 -1.0
C 11.487 8.472 -18.294 -0.7 -0.4 0.3
O 11.231 7.573 -17.228 0.1 0.5 -1.7
H 11.228 8.051 -19.266 0.0 -0.5 0.3
H 11.071 9.475 -18.204 -0.1 0.0 0.5
H 12.572 8.579 -18.306 1.0 0.2 0.0
H 11.148 8.053 -16.401 -0.2 0.3 0.7
C 5.156 10.491 -18.744 0.1 -0.5 0.4
O 5.671 10.373 -20.063 -0.2 0.5 0.2
H 5.406 9.572 -18.213 -0.3 -0.1 0.3
H 5.649 11.302 -18.208 0.0 0.3 0.1
H 4.079 10.655 -18.690 0.1 -0.1 -0.5
H 6.592 10.598 -19.908 0.2 -0.2 -0.6
C 6.260 14.003 -23.172 -0.8 0.8 0.3
O 7.519 14.676 -23.317 0.2 -0.7 -0.1
H 5.603 14.781 -22.783 -0.6 -0.2 -0.1
H 5.881 13.627 -24.123 0.0 0.1 0.0
H 6.205 13.173 -22.469 0.8 0.0 0.1
H 7.645 14.692 -24.269 0.4 0.2 0.0
C 4.877 14.042 -19.432 -0.3 0.0 -1.2
O 5.694 14.597 -18.395 -0.3 -0.3 0.0
H 3.915 13.634 -19.123 0.1 0.3 0.6
H 4.660 14.824 -20.160 0.1 0.1 0.1
H 5.384 13.232 -19.958 0.2 0.0 0.0
H 5.825 13.877 -17.774 0.2 0.1 0.4
C 10.037 16.514 -21.734 2.8 0.8 -3.1
O 9.269 16.238 -20.614 -0.3 0.4 1.2
H 10.253 15.689 -22.413 -0.3 -0.9 0.7
H 9.634 17.206 -22.474 -0.9 0.4 0.7
H 11.010 16.949 -21.504 -0.1 -0.1 0.6
H 8.366 16.318 -20.930 -0.8 -0.4 0.5
C 7.578 8.743 -22.233 -0.6 -0.5 0.5
O 8.212 8.475 -23.471 -0.2 0.5 0.6
H 7.738 7.940 -21.513 0.1 -0.3 0.0
H 7.858 9.650 -21.697 0.6 0.5 -0.4
H 6.496 8.829 -22.333 0.1 -0.1 -0.5
H 9.062 8.078 -23.267 0.1 0.0 -0.2
C 12.835 15.183 -19.589 1.1 -0.8 0.4
O 11.974 16.237 -19.082 -0.9 -0.1 -0.8
H 12.365 14.505 -20.300 -0.5 0.0 0.6
H 13.721 15.538 -20.115 -0.3 0.8 -0.2
H 13.267 14.759 -18.682 -0.4 -0.9 -0.3
H 12.617 16.940 -18.966 -0.5 0.9 0.5
C 12.672 12.969 -22.831 0.4 -0.3 -1.0
O 13.902 13.218 -23.472 1.0 0.6 0.1
H 12.281 12.122 -23.394 -0.8 -0.1 0.6
H 12.901 12.709 -21.798 -0.3 -0.1 0.1
H 11.998 13.822 -22.906 -0.2 0.0 0.2
H 13.859 13.963 -24.076 -0.1 -0.1 0.0
C 7.142 17.381 -17.675 0.2 1.2 0.8
O 7.701 16.249 -18.391 1.7 1.7 -0.1
H 7.868 17.649 -16.907 -0.5 -0.1 0.3
H 6.967 18.289 -18.251 0.3 -0.3 -0.8
H 6.160 17.124 -17.280 0.3 -0.3 0.3
H 6.932 15.676 -18.449 -0.9 -2.2 -0.5
C 14.348 11.118 -16.959 1.0 -0.3 -0.1
O 15.568 10.406 -17.223 -1.5 0.5 -0.4
H 14.585 11.799 -16.142 -0.3 0.5 0.1
H 13.955 11.626 -17.841 0.5 -0.1 0.0
H 13.575 10.458 -16.567 -0.2 -0.4 0.1
H 15.754 9.930 -16.410 0.5 -0.3 0.3
```
Forces are in eV/Å.

---

[3]
This record from the Open Molecules 2025 dataset describes C56H45N2OP3PdS2 as an isolated structure. The level of theory is ωB97M-V with the def2-TZVPD basis set.

Values from the calculation:
- Total charge: 0
- Gap between HOMO and LUMO: 6.12 eV
- ΔE to the lowest compared entry with this formula, charge and spin: 2.2856 eV
- HOMO energy: -7.05 eV

```
110
Properties=species:S:1:pos:R:3:forces:R:3
Pd -0.596 -0.380 1.117 0.1 0.1 0.1
C 6.645 1.111 -0.131 0.0 0.0 0.0
C 5.693 0.074 -0.748 0.0 0.0 0.0
C 6.401 -0.655 -1.903 0.0 0.0 0.0
C 5.293 -0.951 0.305 0.0 0.0 0.0
C 6.257 -1.728 0.949 0.0 0.0 0.0
C 5.905 -2.702 1.864 0.0 0.0 0.0
C 4.563 -2.949 2.135 0.0 0.0 0.1
C 3.572 -2.205 1.516 0.0 0.1 -0.1
P 1.756 -2.390 1.751 0.1 -0.5 -0.3
C 1.307 -3.242 0.185 -0.1 -0.2 0.2
C 2.033 -3.152 -0.997 0.1 0.0 -0.1
C 1.559 -3.732 -2.168 0.1 0.1 0.0
C 0.351 -4.410 -2.173 -0.2 -0.1 0.2
C -0.384 -4.509 -0.998 0.3 -0.4 -0.2
C 0.087 -3.925 0.166 0.6 -0.4 0.1
C 1.585 -3.749 2.955 0.0 0.0 0.0
C 1.948 -5.075 2.707 0.0 0.0 0.0
C 1.716 -6.052 3.658 0.0 0.0 0.0
C 1.105 -5.719 4.864 0.0 0.0 0.0
C 0.728 -4.411 5.115 0.0 0.0 0.0
C 0.967 -3.427 4.161 0.0 0.0 0.1
C 3.973 -1.192 0.637 0.1 0.0 0.0
O 2.935 -0.462 0.102 0.0 0.0 0.0
C 3.185 0.510 -0.816 0.0 0.0 0.0
C 2.061 1.215 -1.255 0.0 0.0 0.0
C 2.218 2.183 -2.237 0.0 0.0 0.0
C 3.478 2.460 -2.748 0.0 0.0 0.0
C 4.578 1.777 -2.260 0.0 0.0 0.0
C 4.461 0.791 -1.283 0.0 0.0 0.0
P 0.428 0.935 -0.497 -0.3 0.0 0.1
C -0.791 1.602 -1.672 0.1 0.0 -0.1
C -1.092 0.644 -2.562 0.0 0.0 0.0
C -2.014 0.624 -3.686 0.0 0.0 0.1
C -2.919 1.528 -4.054 0.0 0.0 0.0
C -3.229 2.884 -3.528 0.0 0.0 0.0
C -1.357 2.964 -1.551 0.0 0.0 0.0
C 0.476 1.750 1.135 0.1 0.0 0.0
C 1.105 0.964 2.129 0.1 0.2 0.0
C 1.006 1.327 3.480 0.0 0.0 0.0
C 0.313 2.456 3.844 0.0 0.0 0.0
C -0.267 3.265 2.858 0.0 0.0 0.0
C -0.196 2.920 1.530 -0.1 0.0 0.0
H 7.543 0.629 0.256 0.0 0.0 0.0
H 6.158 1.640 0.690 0.0 0.0 0.0
H 6.955 1.845 -0.875 0.0 0.0 0.0
H 7.293 -1.168 -1.542 0.0 0.0 0.0
H 6.708 0.048 -2.678 0.0 0.0 0.0
H 5.739 -1.396 -2.354 0.0 0.0 0.0
H 7.304 -1.566 0.725 0.0 0.0 0.0
H 6.673 -3.280 2.360 0.0 0.0 0.0
H 4.288 -3.719 2.842 0.0 0.0 0.0
H 2.989 -2.642 -1.018 -0.1 -0.1 0.0
H 2.143 -3.656 -3.077 0.0 0.0 0.0
H -0.016 -4.863 -3.085 0.0 0.0 0.0
H -1.331 -5.032 -0.986 0.0 0.0 0.0
H -0.503 -3.999 1.071 0.2 -0.2 0.0
H 2.392 -5.339 1.754 0.0 0.0 0.0
H 1.996 -7.079 3.460 0.0 0.0 0.0
H 0.911 -6.489 5.600 0.0 0.0 0.0
H 0.231 -4.153 6.041 0.0 0.0 0.0
H 0.648 -2.406 4.340 0.0 -0.1 0.0
H 1.353 2.710 -2.616 0.0 0.0 0.0
H 3.599 3.207 -3.521 0.0 0.0 0.0
H 5.559 2.013 -2.652 0.0 0.0 0.0
H -0.595 -0.314 -2.420 0.0 0.0 0.0
H -1.985 -0.296 -4.259 0.0 0.0 0.0
H -3.550 1.261 -4.897 0.0 0.0 0.0
H -3.126 3.557 -4.387 0.0 0.0 0.0
H -0.627 3.715 -1.262 0.0 0.0 -0.1
H 1.738 0.130 1.848 -0.1 0.3 0.1
H 1.480 0.706 4.229 0.0 0.0 0.0
H 0.228 2.731 4.886 0.0 0.0 0.0
H -0.783 4.174 3.143 0.0 0.0 0.0
H -0.644 3.563 0.791 -0.1 0.0 0.0
S -1.779 -1.979 0.072 -0.9 1.0 0.1
C -2.764 -2.645 1.351 -0.1 0.0 -0.3
C -3.624 -3.727 0.970 0.1 0.1 0.0
N -4.296 -4.592 0.618 0.0 0.0 0.0
C -2.712 -2.183 2.615 0.0 0.0 0.3
S -1.672 -0.853 3.063 -0.1 -0.1 -0.1
C -3.497 -2.763 3.665 0.1 0.0 -0.1
N -4.099 -3.212 4.536 0.0 0.0 0.0
C -4.130 1.884 1.331 0.1 0.0 0.0
P -3.567 1.558 -0.389 0.0 0.0 -0.2
C -5.195 1.652 -1.226 0.0 0.1 0.0
C -5.584 0.547 -1.978 0.0 0.0 0.0
C -6.809 0.538 -2.636 0.0 0.0 0.0
C -7.648 1.638 -2.550 0.0 0.0 0.0
C -7.270 2.745 -1.798 0.0 0.0 0.0
C -6.054 2.748 -1.136 0.0 0.0 0.0
C -2.735 3.173 -0.880 0.0 0.0 0.2
C -2.473 3.543 -2.382 0.0 -0.1 0.0
C -2.309 4.998 -2.631 0.0 0.0 0.0
C -2.284 5.929 -1.675 0.0 0.0 0.0
C -2.598 5.584 -0.302 0.0 0.0 0.0
C -2.879 4.322 0.041 0.0 0.0 0.0
H -4.761 2.765 1.453 0.0 0.0 0.0
H -3.274 1.934 2.005 0.0 0.0 0.0
H -4.704 1.000 1.612 0.0 0.0 0.0
H -4.919 -0.306 -2.045 0.0 0.0 0.0
H -7.106 -0.328 -3.213 0.0 0.0 0.0
H -8.601 1.634 -3.064 0.0 0.0 0.0
H -7.927 3.603 -1.728 0.0 0.0 0.0
H -5.760 3.618 -0.557 0.0 0.0 0.0
H -4.298 2.914 -3.299 0.0 0.0 0.0
H -2.202 5.292 -3.670 0.0 0.0 0.0
H -2.124 6.968 -1.935 0.0 0.0 0.0
H -2.705 6.377 0.427 0.0 0.0 0.0
H -3.254 4.130 1.036 0.0 0.0 0.0
```
Forces are in eV/Å.

---

Table of E_tot (Ha), in record order: -287.66971; -4803.93561; -4293.98328